Entry 1:
Here is 20 unconnected molecules or ions with the total composition C20H80N40O20 at a distorted geometry from the OMol25 dataset. Energies are from ωB97M-V with the def2-TZVPD basis set.

Positions of all 160 atoms, in Å:
C -8.555 16.011 -15.334
O -7.984 17.077 -15.431
N -9.773 15.866 -14.958
N -8.040 14.873 -15.598
H -10.140 16.664 -14.460
H -9.966 14.877 -14.878
H -7.078 14.677 -15.836
H -8.812 14.223 -15.628
C -3.197 12.977 -12.683
O -3.050 11.779 -12.894
N -2.175 13.863 -12.854
N -4.338 13.553 -12.482
H -1.252 13.651 -13.205
H -2.331 14.807 -12.531
H -4.423 14.559 -12.509
H -5.085 12.885 -12.606
C -7.739 13.163 -11.668
O -6.918 12.299 -11.552
N -7.349 14.360 -12.059
N -8.931 13.139 -11.242
H -6.367 14.458 -12.273
H -7.982 15.095 -11.775
H -9.354 12.306 -10.858
H -9.422 13.990 -11.477
C -4.558 17.436 -11.775
O -4.516 16.258 -11.492
N -5.517 18.151 -11.250
N -3.770 18.213 -12.458
H -5.328 19.142 -11.308
H -6.120 17.749 -10.547
H -3.007 17.806 -12.981
H -3.859 19.219 -12.465
C -5.794 12.577 -16.274
O -5.309 13.622 -15.960
N -5.701 12.058 -17.497
N -6.263 11.601 -15.600
H -5.301 12.618 -18.236
H -5.934 11.088 -17.652
H -6.251 11.637 -14.591
H -6.603 10.792 -16.099
C -7.481 20.776 -13.167
O -8.559 20.423 -12.767
N -6.446 20.056 -13.471
N -7.269 22.060 -13.263
H -6.527 19.049 -13.472
H -5.605 20.603 -13.582
H -8.108 22.581 -13.475
H -6.473 22.293 -13.839
C -13.718 14.518 -13.986
O -13.918 14.905 -15.096
N -12.547 14.205 -13.562
N -14.574 14.608 -13.028
H -11.705 14.162 -14.117
H -12.470 13.828 -12.628
H -14.555 14.377 -12.045
H -15.399 15.045 -13.411
C -10.301 14.874 -19.150
O -10.430 15.758 -19.974
N -9.257 14.087 -19.241
N -11.057 14.660 -18.074
H -9.415 13.124 -18.984
H -8.774 14.341 -20.091
H -10.717 14.032 -17.361
H -11.778 15.359 -17.964
C -6.582 20.937 -18.451
O -6.657 20.866 -17.188
N -7.572 21.232 -19.233
N -5.555 20.756 -19.134
H -8.440 21.287 -18.719
H -7.406 21.343 -20.223
H -4.678 20.603 -18.657
H -5.463 20.887 -20.131
C -9.663 16.889 -11.689
O -9.708 15.728 -11.679
N -10.591 17.557 -11.036
N -8.887 17.488 -12.467
H -10.483 18.544 -10.852
H -11.224 16.890 -10.618
H -8.744 18.487 -12.434
H -8.282 17.067 -13.158
C -10.361 19.121 -18.239
O -10.615 20.206 -17.893
N -9.484 18.307 -17.598
N -11.137 18.389 -19.029
H -8.873 18.608 -16.853
H -9.355 17.316 -17.747
H -10.813 17.438 -19.127
H -12.051 18.612 -19.395
C -15.910 18.905 -16.096
O -16.967 19.391 -16.368
N -14.865 18.958 -16.798
N -15.733 18.161 -15.107
H -14.830 19.725 -17.454
H -14.011 18.660 -16.348
H -16.613 18.156 -14.612
H -14.947 17.653 -14.728
C -5.261 14.693 -19.323
O -4.217 14.692 -18.763
N -6.272 15.326 -18.886
N -5.387 13.822 -20.382
H -6.039 15.826 -18.040
H -7.270 15.294 -19.043
H -4.547 13.375 -20.721
H -6.325 13.618 -20.695
C -1.688 11.734 -15.953
O -1.097 12.271 -14.941
N -2.863 12.026 -16.351
N -1.338 10.697 -16.649
H -3.365 12.776 -15.898
H -3.239 11.648 -17.208
H -1.990 10.556 -17.407
H -0.456 10.217 -16.548
C -12.103 18.715 -14.324
O -12.642 18.358 -15.375
N -10.849 18.916 -14.178
N -12.700 18.874 -13.192
H -10.475 19.476 -13.425
H -10.220 18.770 -14.954
H -12.335 19.163 -12.296
H -13.708 18.828 -13.228
C -3.871 17.081 -15.536
O -3.067 18.014 -15.373
N -4.945 17.009 -16.316
N -3.601 15.884 -15.109
H -5.643 16.335 -16.035
H -5.216 17.928 -16.633
H -4.167 15.064 -15.271
H -2.920 15.940 -14.365
C -13.653 15.047 -9.620
O -13.914 14.055 -10.304
N -12.500 15.653 -9.603
N -14.606 15.639 -8.968
H -11.729 15.322 -10.165
H -12.439 16.539 -9.122
H -14.573 16.607 -8.682
H -15.505 15.323 -9.302
C -0.797 14.221 -18.196
O 0.363 14.059 -17.830
N -1.179 13.901 -19.417
N -1.711 14.853 -17.480
H -2.131 14.079 -19.707
H -0.554 13.417 -20.046
H -1.764 14.713 -16.481
H -2.603 14.873 -17.954
C -10.461 12.056 -15.616
O -10.213 13.237 -15.238
N -9.541 11.217 -15.978
N -11.567 11.666 -16.115
H -8.608 11.576 -15.840
H -9.853 10.330 -16.346
H -12.411 12.153 -15.849
H -11.656 10.721 -16.460
C -13.932 16.178 -18.553
O -14.314 15.129 -18.934
N -13.342 16.287 -17.383
N -13.921 17.300 -19.224
H -13.253 17.257 -17.117
H -13.714 15.621 -16.720
H -13.796 18.167 -18.722
H -14.295 17.421 -20.154

Computed properties:
lowest unoccupied orbital energy = -0.027 Ha
E_tot = -4505.57025 Ha
energy relative to the best compared isomer or geometry (same formula, charge and spin) = 13.964 eV

Entry 2:
Here is a molecular structure, C20H8AsBBr4NO8S5Tc from the OMol25 dataset. Energies are from ωB97M-V with the def2-TZVPD basis set.

Positions of all 49 atoms, in Å:
Tc 0.516 -0.815 0.472
Br -0.447 4.368 4.901
C 0.336 2.941 3.948
C 1.667 2.577 4.167
Br 2.706 3.515 5.432
C 2.247 1.527 3.460
Br 4.036 0.993 3.682
C 1.494 0.821 2.518
O 1.933 -0.171 1.791
C 0.155 1.195 2.319
O -0.499 0.471 1.385
C -0.425 2.245 3.009
Br -2.215 2.658 2.611
S -0.671 -4.884 -1.157
As -1.481 -3.610 0.240
S 0.207 -2.732 1.503
S -1.261 -1.519 -1.021
S -3.231 -3.875 1.264
O 1.345 0.571 -1.046
C 1.974 -0.397 -1.535
O 1.847 -1.534 -0.987
C 2.823 -0.246 -2.745
C 3.718 0.813 -2.835
C 4.494 0.962 -3.972
C 4.333 0.047 -4.997
C 3.448 -1.014 -4.931
C 2.691 -1.163 -3.781
N 5.144 0.214 -6.222
O 4.968 -0.577 -7.128
O 5.952 1.121 -6.246
H 3.796 1.519 -2.020
H 5.204 1.767 -4.076
H 3.365 -1.700 -5.760
H 2.000 -1.989 -3.679
O -2.332 2.363 -1.121
B -2.087 1.070 -1.544
O -1.441 1.045 -2.770
C -1.259 2.366 -3.099
C -0.646 2.899 -4.210
C -0.595 4.290 -4.279
C -1.135 5.089 -3.277
C -1.753 4.536 -2.157
C -1.799 3.162 -2.100
H -0.224 2.266 -4.978
H -0.118 4.759 -5.130
H -1.071 6.166 -3.365
H -2.170 5.144 -1.366
S -3.666 -0.219 0.328
C -2.438 -0.205 -0.704

Computed properties:
2S+1 = 2
net charge = -1
lowest unoccupied orbital energy (spin up / spin down) = 0.021 / 0.026 Ha
E_tot = -16052.27180 Ha
energy relative to the best compared isomer or geometry (same formula, charge and spin) = 0.643 eV

Entry 3:
Here is 16 unconnected molecules or ions with the total composition C20H9Cl60NO3 at a distorted geometry from the OMol25 dataset. Energies are from ωB97M-V with the def2-TZVPD basis set.

Positions of all 93 atoms, in Å:
O -1.750 -3.715 2.097
C -1.223 -4.725 2.053
C -1.061 -5.674 0.883
C 0.486 -5.647 0.852
C 0.808 -5.685 2.406
C 1.394 -7.020 2.859
O 2.635 -6.827 3.506
O 3.670 -7.230 2.651
N -0.449 -5.367 3.123
H -1.356 -6.677 1.131
H -1.540 -5.222 0.031
H 0.766 -4.656 0.539
H 0.810 -6.478 0.258
H 1.428 -4.841 2.617
H 1.469 -7.694 2.024
H 0.714 -7.441 3.591
H 3.509 -8.170 2.518
H -0.956 -6.236 3.261
C -2.469 -0.897 0.431
Cl -1.940 -0.848 2.114
Cl -1.283 -1.764 -0.548
Cl -4.036 -1.705 0.321
Cl -2.638 0.749 -0.191
C -2.674 4.851 0.929
Cl -2.162 3.531 1.982
Cl -2.997 4.235 -0.695
Cl -4.139 5.593 1.575
Cl -1.380 6.064 0.858
C -2.164 -2.011 -4.496
Cl -1.467 -3.625 -4.299
Cl -3.139 -1.627 -3.077
Cl -0.863 -0.825 -4.659
Cl -3.180 -1.990 -5.940
C -1.472 9.831 3.448
Cl 0.008 9.951 4.404
Cl -1.455 8.336 2.500
Cl -2.875 9.783 4.519
Cl -1.595 11.225 2.371
C -4.327 -7.705 -0.049
Cl -4.417 -5.943 0.111
Cl -5.336 -8.245 -1.393
Cl -2.646 -8.172 -0.349
Cl -4.890 -8.454 1.447
C -5.342 -5.697 -4.655
Cl -4.815 -5.511 -2.981
Cl -4.087 -6.521 -5.587
Cl -6.832 -6.649 -4.704
Cl -5.625 -4.095 -5.332
C 1.325 4.362 -2.497
Cl 1.940 2.744 -2.137
Cl 0.333 4.942 -1.145
Cl 2.680 5.466 -2.750
Cl 0.334 4.295 -3.960
C 2.294 1.318 -6.861
Cl 1.843 1.026 -5.177
Cl 1.927 2.996 -7.272
Cl 4.022 1.022 -7.085
Cl 1.371 0.236 -7.908
C -6.126 5.912 5.022
Cl -5.387 4.323 5.243
Cl -7.188 6.263 6.388
Cl -4.860 7.140 4.925
Cl -7.066 5.920 3.524
C -8.103 5.487 10.623
Cl -7.673 5.495 12.336
Cl -6.816 4.718 9.693
Cl -9.609 4.593 10.397
Cl -8.316 7.150 10.061
C 7.560 0.252 -5.582
Cl 9.083 0.376 -4.689
Cl 7.595 -1.186 -6.605
Cl 6.209 0.134 -4.445
Cl 7.359 1.687 -6.591
C 9.390 1.553 -0.386
Cl 9.354 3.281 -0.018
Cl 8.396 1.237 -1.818
Cl 11.053 1.051 -0.695
Cl 8.752 0.645 0.991
C 3.811 3.018 1.812
Cl 3.104 1.417 2.061
Cl 2.635 4.057 1.013
Cl 4.260 3.714 3.373
Cl 5.244 2.875 0.791
C -7.302 0.629 -0.624
Cl -6.736 2.203 -0.055
Cl -7.744 -0.374 0.763
Cl -8.713 0.847 -1.666
Cl -6.010 -0.162 -1.527
C 13.733 0.957 -4.397
Cl 14.215 2.626 -4.081
Cl 14.530 -0.116 -3.241
Cl 11.981 0.809 -4.221
Cl 14.199 0.507 -6.039

Computed properties:
lowest unoccupied orbital energy = -0.003 Ha
E_tot = -28659.13170 Ha

Entry 4:
Here is a molecular structure, C20H9Cl64O2S at a distorted geometry from the OMol25 dataset. Energies are from ωB97M-V with the def2-TZVPD basis set.

Positions of all 96 atoms, in Å:
O -0.265 3.695 -2.718
C -0.024 2.615 -2.969
O -1.044 1.858 -3.445
C 1.358 1.955 -2.861
C 2.219 2.487 -1.673
C 2.930 1.271 -0.940
S 2.115 0.918 0.670
H -0.637 1.092 -3.946
H 1.187 0.876 -2.705
H 1.885 2.086 -3.815
H 3.046 3.064 -2.114
H 1.659 3.119 -0.972
H 2.961 0.366 -1.569
H 3.979 1.548 -0.768
H 1.195 -0.084 0.526
H 1.503 2.100 0.993
C 3.562 -1.687 3.752
Cl 1.805 -1.490 3.588
Cl 3.908 -2.725 5.133
Cl 4.212 -2.421 2.274
Cl 4.310 -0.100 4.001
C 1.031 6.304 -4.958
Cl 1.311 7.006 -3.358
Cl 1.438 7.491 -6.203
Cl 2.054 4.866 -5.159
Cl -0.668 5.845 -5.111
C -2.305 -2.579 2.475
Cl -1.018 -1.370 2.281
Cl -3.908 -1.795 2.431
Cl -2.190 -3.752 1.158
Cl -2.108 -3.400 4.027
C 2.415 -6.454 4.608
Cl 1.877 -4.817 4.200
Cl 1.039 -7.404 5.192
Cl 3.089 -7.226 3.167
Cl 3.658 -6.371 5.871
C -2.397 2.589 2.186
Cl -2.878 3.624 3.552
Cl -0.625 2.394 2.192
Cl -3.132 0.994 2.313
Cl -2.894 3.350 0.676
C 1.149 -1.023 -5.873
Cl 1.286 -2.623 -5.139
Cl -0.219 -0.166 -5.114
Cl 2.648 -0.118 -5.607
Cl 0.860 -1.183 -7.603
C -3.889 6.829 -1.146
Cl -2.771 5.983 -2.226
Cl -5.189 5.722 -0.673
Cl -3.020 7.370 0.301
Cl -4.576 8.229 -1.979
C 0.646 -3.872 7.990
Cl 1.182 -5.550 7.829
Cl -0.259 -3.682 9.496
Cl 2.054 -2.802 8.013
Cl -0.393 -3.448 6.618
C -6.422 4.262 -4.228
Cl -4.756 3.670 -4.127
Cl -7.335 3.260 -5.365
Cl -7.175 4.178 -2.629
Cl -6.419 5.940 -4.790
C 0.577 -6.232 -7.775
Cl 0.724 -4.804 -6.729
Cl 2.107 -7.119 -7.770
Cl -0.715 -7.278 -7.168
Cl 0.196 -5.717 -9.423
C -5.941 1.144 6.005
Cl -4.896 1.954 4.823
Cl -5.601 1.779 7.620
Cl -7.636 1.442 5.596
Cl -5.624 -0.600 5.976
C 2.069 -6.218 -1.490
Cl 1.680 -7.941 -1.494
Cl 1.756 -5.545 -3.096
Cl 1.059 -5.384 -0.296
Cl 3.774 -5.993 -1.077
C -3.460 9.225 4.169
Cl -2.419 10.065 3.010
Cl -3.156 9.846 5.796
Cl -5.155 9.492 3.741
Cl -3.108 7.489 4.124
C 7.536 -4.369 -1.983
Cl 6.978 -5.005 -3.536
Cl 9.156 -3.688 -2.171
Cl 6.423 -3.102 -1.428
Cl 7.577 -5.674 -0.791
C -5.229 4.968 10.469
Cl -4.752 3.263 10.395
Cl -6.094 5.273 11.980
Cl -3.784 5.986 10.399
Cl -6.283 5.343 9.098
C 5.838 -8.685 -8.541
Cl 5.967 -7.260 -7.496
Cl 7.373 -9.561 -8.536
Cl 4.552 -9.741 -7.939
Cl 5.455 -8.173 -10.190

Computed properties:
net charge = +1
lowest unoccupied orbital energy = -0.132 Ha
E_tot = -30767.90489 Ha

Entry 5:
Here is a molecular structure, C21H10CdCl2N7O3 from the OMol25 dataset. Energies are from ωB97M-V with the def2-TZVPD basis set.

Positions of all 44 atoms, in Å:
Cd 0.154 0.107 0.063
Cl -1.951 5.864 3.463
C -1.629 4.193 3.091
C -1.311 3.855 1.782
C -1.048 2.538 1.430
N -0.718 2.127 0.133
C -1.043 2.786 -0.966
O -1.549 3.902 -1.113
C -0.770 1.989 -2.256
C -1.034 2.608 -3.470
C -0.839 1.904 -4.642
C -0.379 0.596 -4.579
C -0.132 0.052 -3.333
N -0.328 0.726 -2.199
C -1.112 1.528 2.433
C -1.436 1.889 3.734
C -1.691 3.214 4.063
Cl -2.094 3.596 5.714
N -0.845 0.215 2.026
C -1.259 -0.867 2.661
O -1.817 -0.993 3.756
C -1.029 -2.165 1.862
C -1.406 -3.364 2.451
C -1.248 -4.541 1.744
C -0.711 -4.497 0.467
C -0.353 -3.266 -0.047
N -0.514 -2.127 0.626
H -1.283 4.619 1.021
H -1.389 3.628 -3.447
H -1.039 2.368 -5.600
H -0.208 0.010 -5.471
H 0.251 -0.956 -3.231
H -1.506 1.123 4.490
H -1.816 -3.326 3.449
H -1.537 -5.487 2.185
H -0.561 -5.394 -0.119
H 0.095 -3.182 -1.030
O 2.239 -0.517 -0.256
N 3.076 0.432 -0.497
C 4.256 0.032 -0.883
C 4.572 -1.363 -1.057
N 4.843 -2.473 -1.194
C 5.252 1.025 -1.165
N 6.069 1.798 -1.403

Computed properties:
net charge = -1
lowest unoccupied orbital energy = 0.088 Ha
E_tot = -2503.51998 Ha

Entry 6:
Here is a molecular structure, C21H10CuN3O7 from the OMol25 dataset. Energies are from ωB97M-V with the def2-TZVPD basis set.

Positions of all 42 atoms, in Å:
Cu -0.917 -0.697 -0.741
O 3.650 1.194 4.125
C 3.910 1.175 2.908
O 4.917 1.546 2.278
C 2.771 0.608 2.018
C 2.940 0.508 0.641
C 1.921 -0.053 -0.110
N 0.803 -0.465 0.464
C 0.630 -0.411 1.775
C 1.599 0.135 2.599
C -0.631 -1.092 2.188
C -1.097 -1.072 3.492
C -2.258 -1.759 3.798
C -2.913 -2.455 2.798
C -2.382 -2.421 1.520
N -1.269 -1.761 1.213
C 1.943 -0.378 -1.565
C 2.942 0.068 -2.414
C 2.905 -0.305 -3.745
C 1.880 -1.123 -4.186
C 0.920 -1.522 -3.272
N 0.942 -1.167 -1.992
H 3.884 0.843 0.231
H 1.521 0.188 3.676
H -0.561 -0.514 4.246
H -2.650 -1.742 4.807
H -3.825 -3.002 2.991
H -2.876 -2.933 0.703
H 3.724 0.710 -2.034
H 3.665 0.047 -4.431
H 1.810 -1.436 -5.219
H 0.089 -2.144 -3.582
O -4.134 4.188 -2.070
C -3.479 3.221 -1.793
C -3.695 2.292 -0.589
O -4.522 2.426 0.285
C -2.691 1.243 -0.758
C -1.913 1.449 -1.881
O -0.967 0.601 -2.175
C -2.297 2.662 -2.599
O -1.818 3.143 -3.601
O -2.470 0.205 -0.001

Computed properties:
2S+1 = 2
net charge = -1
lowest unoccupied orbital energy (spin up / spin down) = 0.063 / 0.049 Ha
E_tot = -3137.79994 Ha